Entry 1:
This record from OMol25 describes C15H38BrGeIN4PtSSi3 as an isolated structure. The level of theory is wB97M-V/def2-TZVPD.

Computed properties:
expectation value of S²	0.8176
Kohn-Sham gap (alpha / beta)	4.2 / 4.5	eV
relative energy (zero: lowest compared OMol25 entry of this formula, charge and spin)	23.1	kcal/mol

Geometry as ORCA input:
```
! RIJCOSX wB97M-V def2-TZVPD def2/J DEFGRID3
* xyz 3 2
Pt -0.1394 0.1255 0.3178
Br -1.5790 -1.5806 -0.4503
I 0.2302 1.1316 6.6504
C -0.1171 0.2498 4.8321
C -0.6853 -0.9871 4.5782
N -0.7118 -1.1468 3.2486
N -0.1877 -0.0847 2.6031
C 0.1692 0.7664 3.5682
H -1.0614 -1.7456 5.2454
H -1.0848 -1.9248 2.7247
H 0.6163 1.7141 3.3204
C 0.9676 4.0519 1.4164
Si 0.6096 4.0636 -0.3982
C -0.5578 5.3811 -0.9608
C 2.0440 3.7384 -1.5097
Ge -1.0392 1.9594 -0.7548
Si -3.5476 2.1819 0.5202
C -4.4568 0.6335 0.1401
C -2.9803 2.4099 2.2605
C -4.1053 3.7014 -0.3616
Si -1.5589 1.5593 -3.4789
C 0.1776 1.1414 -3.9479
C -2.1749 3.2314 -3.9547
C -2.7892 0.1972 -3.5487
H 1.2920 5.0588 1.7013
H 1.7817 3.3646 1.6500
H 0.0973 3.8158 2.0297
H -0.0216 6.3300 -0.8303
H -1.4616 5.4473 -0.3579
H -0.8237 5.3084 -2.0136
H 2.8635 4.3911 -1.1879
H 1.8234 3.9794 -2.5496
H 2.4176 2.7156 -1.4456
H -3.8962 -0.2648 0.3958
H -4.7770 0.5747 -0.8997
H -5.3618 0.6449 0.7603
H -2.3837 1.5731 2.6235
H -3.8868 2.4550 2.8773
H -2.4396 3.3438 2.4160
H -4.2691 3.5537 -1.4275
H -3.4628 4.5642 -0.2001
H -5.0824 3.9445 0.0776
H 0.8267 2.0161 -3.9837
H 0.1357 0.7163 -4.9582
H 0.6206 0.3779 -3.3073
H -1.4454 4.0257 -3.8079
H -3.1156 3.4979 -3.4759
H -2.3757 3.1817 -5.0331
H -2.4690 -0.7001 -3.0203
H -2.8900 -0.0644 -4.6099
H -3.7754 0.5011 -3.1986
C 2.0692 -2.9345 -1.4003
N 2.6798 -2.3347 -0.2064
C 2.7327 -1.0570 0.1094
S 1.7927 0.1254 -0.8443
N 3.5336 -0.6257 1.0678
C 3.7031 0.7576 1.5112
H 1.8974 -3.9850 -1.1843
H 2.7440 -2.8429 -2.2501
H 1.1197 -2.4556 -1.6162
H 3.2737 -2.9588 0.3278
H 4.1640 -1.2995 1.4844
H 4.1084 1.3717 0.7089
H 4.4062 0.7455 2.3390
H 2.7541 1.1572 1.8599
*
```



Entry 2:
This record from OMol25 describes a 6-piece molecular cluster, C15H38Cl4O4S4 overall. The level of theory is wB97M-V/def2-TZVPD.

Computed properties:
expectation value of S²	0.7523
Kohn-Sham gap (alpha / beta)	3.5 / 8.5	eV
relative energy (zero: lowest compared OMol25 entry of this formula, charge and spin)	0.0	kcal/mol

Geometry as ORCA input:
```
! RIJCOSX wB97M-V def2-TZVPD def2/J DEFGRID3
* xyz -1 2
C 4.9849 19.1537 5.1457
S 3.7281 19.1400 6.4975
O 3.6057 20.5667 7.0506
C 2.2122 19.1025 5.3932
H 5.9365 19.2742 5.6633
H 4.5740 19.8991 4.4648
H 4.9213 18.3128 4.4551
H 1.9752 20.0815 4.9766
H 1.3989 18.8152 6.0595
H 2.2852 18.3217 4.6362
C 3.5655 15.9848 -1.1047
S 2.5184 15.9625 -2.5988
O 2.1046 14.4696 -2.7256
C 3.9803 16.3508 -3.7080
H 4.4550 15.3941 -1.3235
H 3.1135 15.5725 -0.2026
H 3.9175 17.0164 -1.1082
H 4.8004 15.6394 -3.6110
H 4.2790 17.3971 -3.6428
H 3.5899 15.9242 -4.6319
C 9.7274 17.1219 5.8172
S 9.6868 18.9053 6.1821
O 8.5790 19.0909 7.2592
C 11.2580 18.9042 7.1625
H 10.6977 16.7138 5.5341
H 9.0883 16.8410 4.9801
H 9.3831 16.4667 6.6174
H 11.3672 19.6940 7.9057
H 12.1905 18.6737 6.6473
H 11.2390 18.0079 7.7825
C 5.7861 13.6097 4.4294
S 4.4311 13.2716 5.6469
O 3.1787 14.1374 5.4436
C 3.9101 11.6293 5.0340
H 6.2386 14.5906 4.5746
H 5.2692 13.5638 3.4709
H 6.6275 12.9182 4.3852
H 4.8021 11.0097 5.1268
H 3.6230 11.8203 4.0000
H 3.1241 11.0298 5.4931
C 5.9516 16.4938 1.9765
Cl 4.2879 15.9903 2.5169
Cl 6.9162 16.8196 3.4303
Cl 6.7520 15.1892 1.0669
Cl 5.7980 17.9151 0.8995
C 7.9556 13.8708 -2.1380
C 7.6483 13.2684 -3.5019
C 8.9630 13.0402 -4.2809
C 8.8004 12.7351 -5.8179
C 7.9683 11.4375 -6.0925
C 7.9022 11.1764 -7.6096
H 8.6273 13.1781 -1.6310
H 7.0369 13.9487 -1.5565
H 8.4685 14.8098 -2.3460
H 7.1636 12.2986 -3.3893
H 7.0099 13.9184 -4.1003
H 9.5308 12.1636 -3.9688
H 9.6304 13.8999 -4.2211
H 8.5013 13.6006 -6.4092
H 9.7857 12.6639 -6.2786
H 8.4827 10.6014 -5.6187
H 6.9709 11.4886 -5.6559
H 7.1121 10.4913 -7.9169
H 7.7769 12.0601 -8.2353
H 8.7917 10.6196 -7.9046
*
```



Entry 3:
This record from OMol25 describes a 3-piece molecular cluster, C15H38O12P2S overall. The level of theory is wB97M-V/def2-TZVPD.

Computed properties:
Kohn-Sham gap	10.1	eV
relative energy (zero: lowest compared OMol25 entry of this formula, charge and spin)	41.6	kcal/mol

Geometry as ORCA input:
```
! RIJCOSX wB97M-V def2-TZVPD def2/J DEFGRID3
* xyz 0 1
C -1.5656 -7.0327 -2.2653
O -1.3955 -6.7847 -3.7241
C -1.3043 -5.3397 -4.0066
C 0.1614 -4.9926 -4.7319
C 0.8978 -3.7406 -3.9027
C 1.4205 -4.1770 -2.4116
C 0.9141 -3.2144 -1.1855
C 1.5817 -1.6814 -1.2257
C 0.3913 -0.6929 -1.7662
C 0.8326 0.8951 -1.9053
O -0.4483 1.6370 -2.1518
S -0.2712 3.2905 -1.7762
O 0.1216 4.0448 -3.0815
O -1.8570 3.8459 -1.4076
H -2.0345 -8.0937 -2.0720
H -2.2712 -6.2318 -1.7458
H -0.5028 -6.9903 -1.7300
H -1.4565 -4.6616 -3.0503
H -2.1728 -5.0272 -4.7588
H 0.9054 -5.8959 -4.7157
H -0.0500 -4.6616 -5.8463
H 1.8242 -3.3413 -4.5388
H 0.0881 -2.8711 -3.9007
H 0.9860 -5.2710 -2.2143
H 2.6088 -4.2578 -2.4600
H -0.2647 -3.0542 -1.1994
H 1.1833 -3.6657 -0.1311
H 2.5756 -1.6507 -1.8421
H 1.8605 -1.4073 -0.1012
H -0.0753 -0.9952 -2.8007
H -0.5055 -0.7190 -0.9866
H 1.4226 1.3020 -0.9773
H 1.4906 1.0740 -2.8838
H -2.2387 4.3105 -2.2275
C 3.0683 2.6126 4.0515
O 3.3488 3.1218 2.7637
P 3.7511 2.0688 1.6093
O 3.0569 0.7459 1.6872
O 5.3575 1.9953 1.6836
C 5.9467 1.2659 2.7365
O 3.4847 2.8880 0.2501
C 4.1221 4.1330 0.0586
H 2.5255 3.3738 4.6173
H 2.4478 1.7142 3.9968
H 4.0001 2.3875 4.5743
H 5.2957 0.4597 3.0845
H 6.1667 1.9442 3.5644
H 6.8845 0.8312 2.3816
H 4.8894 4.3287 0.8124
H 3.3731 4.9283 0.0980
H 4.5910 4.1368 -0.9289
C -2.8437 3.3228 1.5178
O -3.9878 3.5497 2.3153
P -4.1307 2.7066 3.6835
O -2.8441 2.4272 4.3941
O -4.9656 1.3982 3.2563
C -4.2979 0.3803 2.5450
O -5.1970 3.5591 4.5355
C -6.4589 3.8467 3.9717
H -2.7331 4.1569 0.8206
H -1.9395 3.2607 2.1291
H -2.9663 2.4021 0.9438
H -3.2301 0.3572 2.7777
H -4.4373 0.5403 1.4732
H -4.7368 -0.5835 2.8150
H -6.6397 3.2895 3.0485
H -6.5205 4.9173 3.7595
H -7.2333 3.5845 4.6973
*
```



Entry 4:
This record from OMol25 describes C15H39BaF3N4O11S as an isolated structure. The level of theory is wB97M-V/def2-TZVPD.

Computed properties:
Kohn-Sham gap	8.1	eV
relative energy (zero: lowest compared OMol25 entry of this formula, charge and spin)	0.0	kcal/mol

Geometry as ORCA input:
```
! RIJCOSX wB97M-V def2-TZVPD def2/J DEFGRID3
* xyz 0 1
Ba -0.1433 0.5117 0.2212
N 0.8439 4.0572 -1.5267
O 0.7092 4.9138 -0.6534
O 0.8057 4.3399 -2.7252
O 0.8806 2.8292 -1.1798
C 1.0052 -1.4660 4.6707
F 1.9341 -0.5153 4.4541
F 1.4581 -2.6103 4.1166
F 0.8850 -1.6519 5.9851
S -0.5948 -0.9794 3.9291
O -0.2652 -0.8553 2.5098
O -1.4844 -2.0749 4.2240
O -0.8909 0.2800 4.5731
C -3.7537 -2.5467 -0.0992
C -2.3824 -1.9066 0.1458
C -1.2651 -2.9089 0.0976
O -0.0257 -2.2095 -0.0196
C 1.0772 -2.9150 0.4967
N -2.1691 -0.8315 -0.8670
H -3.8296 -2.9170 -1.1232
H -4.5266 -1.8003 0.0894
H -3.9496 -3.3856 0.5743
H -2.3748 -1.4170 1.1257
H -1.3770 -3.6081 -0.7401
H -1.2793 -3.4677 1.0388
H 1.1347 -3.9349 0.1082
H 1.0765 -2.9041 1.5896
H 1.9730 -2.3732 0.1734
H -3.0739 -0.4253 -1.0796
H -1.8494 -1.2466 -1.7441
C 0.9744 0.8782 -4.2817
C 0.1348 -0.0732 -3.4500
C -0.2796 -1.2804 -4.2344
O -1.0870 -2.1185 -3.4217
C -1.4795 -3.3076 -4.0729
N 0.9139 -0.4910 -2.2346
H 1.1719 1.7758 -3.6887
H 0.4749 1.2082 -5.1961
H 1.9188 0.4261 -4.5970
H -0.7147 0.4744 -3.0272
H 0.6289 -1.8425 -4.4845
H -0.8309 -0.9779 -5.1306
H -1.5388 -4.1044 -3.3310
H -0.8093 -3.5836 -4.8872
H -2.4879 -3.1938 -4.4936
H 0.9993 -1.5021 -2.1970
H 1.8563 -0.1203 -2.2807
C 4.7027 0.7027 1.5443
C 3.1812 0.5675 1.4769
C 2.5626 1.6712 2.3511
O 1.1637 1.8084 2.2197
C 0.7237 2.7737 3.1768
N 2.7289 0.6869 0.0682
H 5.2004 -0.0650 0.9549
H 5.0491 0.6936 2.5813
H 4.9916 1.6742 1.1333
H 2.8405 -0.4023 1.8520
H 3.1231 2.5978 2.1898
H 2.8056 1.2448 3.3316
H 1.2531 3.7147 3.0281
H 0.8419 2.3834 4.1924
H -0.3498 2.8907 3.0635
H 2.8797 1.6638 -0.2091
H 3.4032 0.2375 -0.5523
C -2.9148 2.9230 -0.1876
C -2.1783 3.0083 1.1298
O -2.0728 1.7285 1.7435
O -2.1701 2.1011 -1.0998
H -3.0852 3.9385 -0.5631
H -3.9171 2.4932 -0.0388
H -2.6590 3.7378 1.7795
H -1.1915 3.3984 0.8365
H -2.6041 1.6368 2.5391
H -2.7025 2.0427 -1.8981
*
```